## w
Formula: C3H12N2O
Source: the OMol25 dataset
Level of theory: the ωB97M-V functional and the def2-TZVPD basis

```
18
Properties=species:S:1:pos:R:3:nbo_charge:R:1
C 1.328 -2.029 1.835 -0.621
C 0.559 -0.932 1.107 -0.221
N 0.816 -0.903 -0.336 -0.812
H 1.197 -2.040 2.915 0.219
H 0.995 -3.002 1.465 0.200
H 2.392 -2.002 1.591 0.203
H -0.504 -1.046 1.311 0.201
H 0.833 0.045 1.511 0.194
H 0.629 -1.798 -0.752 0.379
H 1.735 -0.561 -0.539 0.380
N -2.071 2.642 -1.517 -0.835
C -0.906 1.919 -1.054 0.100
O -0.968 0.557 -1.340 -0.817
H -2.081 2.571 -2.521 0.347
H -2.914 2.136 -1.237 0.350
H -0.038 2.351 -1.576 0.129
H -0.782 2.124 0.019 0.127
H -0.222 -0.030 -0.882 0.475
```

gap between HOMO and LUMO: 9.7 eV
multiplicity: 1
highest occupied orbital energy: -0.326 hartree
molar mass: 92.14 g mol⁻¹
LUMO energy: 0.80 eV
charge: 0

## x
Formula: C3H12N2O
Source: the OMol25 dataset
Level of theory: the ωB97M-V functional and the def2-TZVPD basis

```
18
Properties=species:S:1:pos:R:3:nbo_charge:R:1
C -0.250 2.119 -0.034 -0.438
N 0.282 0.729 -0.376 -0.661
C -0.733 -0.105 -1.098 -0.247
C 0.013 -1.572 -1.000 -0.211
N 0.386 -1.902 0.391 -0.843
H -0.513 2.787 -0.918 0.186
H -0.991 1.991 0.733 0.196
H 0.484 2.653 0.554 0.208
H 1.077 0.774 -1.026 0.359
H -0.812 0.120 -2.143 0.176
H -1.648 -0.108 -0.520 0.188
H 1.057 -1.478 -1.519 0.182
H -0.686 -2.290 -1.441 0.197
H -0.377 -2.151 0.941 0.349
H 0.874 -1.179 0.769 0.356
O 0.711 0.088 2.499 -0.944
H 0.946 -0.850 2.394 0.467
H 0.179 0.374 1.794 0.479
```

gap between HOMO and LUMO: 10.1 eV
multiplicity: 1
highest occupied orbital energy: -0.334 hartree
molar mass: 92.14 g mol⁻¹
LUMO energy: 0.96 eV
charge: 0

## y
Formula: C3H12N2O
Source: the OMol25 dataset
Level of theory: the ωB97M-V functional and the def2-TZVPD basis

```
18
Properties=species:S:1:pos:R:3:nbo_charge:R:1
N 0.039 1.352 -2.112 -0.886
C -0.657 0.797 -0.901 -0.201
C 0.338 -0.008 -0.115 -0.470
C 1.015 0.771 1.016 -0.218
N 0.973 0.156 2.370 -0.843
H -0.634 1.784 -2.712 0.363
H 0.823 0.840 -2.466 0.368
H -0.992 1.662 -0.268 0.181
H -1.598 0.393 -1.403 0.174
H 1.191 -0.266 -0.706 0.198
H -0.249 -0.920 0.099 0.244
H 2.058 0.643 0.714 0.179
H 0.754 1.817 1.223 0.199
H 1.835 -0.297 2.632 0.351
H 0.287 -0.598 2.355 0.352
O -1.601 -2.658 0.333 -0.992
H -1.032 -2.887 -0.390 0.499
H -2.551 -2.582 0.331 0.502
```

gap between HOMO and LUMO: 9.3 eV
multiplicity: 1
highest occupied orbital energy: -0.313 hartree
molar mass: 92.14 g mol⁻¹
LUMO energy: 0.74 eV
charge: 0

Relative energies, unit hartree: w 0.0000; x 0.0372; y 0.0509

## w
Formula: C3H12N2O
Source: the OMol25 dataset
Level of theory: the ωB97M-V functional and the def2-TZVPD basis

```
18
Properties=species:S:1:pos:R:3:nbo_charge:R:1
C 4.140 -1.015 1.326 -0.650
C 3.313 -0.636 0.130 -0.062
O 2.218 0.224 0.464 -0.724
H 4.374 -0.127 1.910 0.208
H 5.135 -1.382 1.062 0.224
H 3.669 -1.778 1.940 0.211
H 3.907 -0.094 -0.607 0.164
H 2.898 -1.490 -0.379 0.166
H 2.226 0.329 1.423 0.463
N -4.351 -0.038 -0.916 -0.817
C -2.995 0.029 -0.465 -0.053
N -2.425 1.408 -0.592 -0.836
H -4.355 0.076 -1.912 0.341
H -4.814 0.804 -0.583 0.356
H -2.382 -0.660 -1.045 0.156
H -2.956 -0.226 0.586 0.171
H -1.454 1.313 -0.361 0.350
H -2.331 1.543 -1.604 0.332
```

gap between HOMO and LUMO: 10.6 eV
multiplicity: 1
highest occupied orbital energy: -0.356 hartree
molar mass: 92.14 g mol⁻¹
LUMO energy: 0.88 eV
charge: 0

## x
Formula: C3H12N2O
Source: the OMol25 dataset
Level of theory: the ωB97M-V functional and the def2-TZVPD basis

```
18
Properties=species:S:1:pos:R:3:nbo_charge:R:1
C -0.110 -1.626 -1.363 -0.624
C -0.260 -0.481 -0.359 -0.062
N 0.987 0.287 -0.167 -0.853
C -0.733 -1.017 0.983 -0.223
N -0.897 -0.011 2.036 -0.819
H -0.039 -1.211 -2.365 0.209
H 0.818 -2.165 -1.177 0.206
H -0.990 -2.262 -1.327 0.215
H -1.009 0.240 -0.711 0.173
H 1.574 -0.179 0.527 0.351
H 1.545 0.272 -1.015 0.356
H -0.075 -1.827 1.296 0.182
H -1.704 -1.481 0.781 0.184
H -0.952 0.907 1.606 0.353
H -0.046 0.042 2.582 0.352
O 0.584 3.871 -0.264 -0.937
H 1.165 3.611 -0.989 0.464
H 0.142 3.030 -0.072 0.472
```

gap between HOMO and LUMO: 10.2 eV
multiplicity: 1
highest occupied orbital energy: -0.346 hartree
molar mass: 92.14 g mol⁻¹
LUMO energy: 0.81 eV
charge: 0

## y
Formula: C3H12N2O
Source: the OMol25 dataset
Level of theory: the ωB97M-V functional and the def2-TZVPD basis

```
18
Properties=species:S:1:pos:R:3:nbo_charge:R:1
N -2.397 0.431 -0.027 -0.845
C -1.103 0.666 -0.674 -0.207
C 0.122 0.124 0.111 -0.426
C 1.333 0.934 -0.310 -0.218
N 2.599 0.281 0.112 -0.858
H -3.166 0.894 -0.500 0.364
H -2.366 0.738 0.932 0.353
H -1.122 0.407 -1.773 0.187
H -0.874 1.733 -0.830 0.148
H 0.150 -0.935 -0.133 0.213
H -0.115 0.322 1.181 0.201
H 1.333 1.171 -1.355 0.169
H 1.442 1.956 0.121 0.192
H 3.399 0.844 0.301 0.371
H 2.735 -0.484 -0.529 0.356
O -0.482 -3.422 1.076 -0.928
H -1.375 -3.084 0.912 0.465
H -0.115 -2.576 1.384 0.464
```

gap between HOMO and LUMO: 10.1 eV
multiplicity: 1
highest occupied orbital energy: -0.337 hartree
molar mass: 92.14 g mol⁻¹
LUMO energy: 0.97 eV
charge: 0

Relative energies, unit hartree: w 0.0211; x 0.0000; y 0.0237

## w
Formula: C2H2N2O4
Source: the OMol25 dataset
Level of theory: the ωB97M-V functional and the def2-TZVPD basis

```
10
Properties=species:S:1:pos:R:3:nbo_charge:R:1
C 0.203 -1.187 -0.397 0.689
C -0.767 -0.178 0.359 0.515
H 0.626 2.446 1.443 0.490
H 1.771 1.700 -0.915 0.375
N -0.042 0.934 0.438 -0.067
N 1.297 0.658 -0.121 -0.190
O -0.330 2.340 0.632 -0.462
O 1.157 -0.507 -1.017 -0.341
O 0.155 -2.357 -0.388 -0.483
O -1.956 -0.364 0.458 -0.526
```

gap between HOMO and LUMO: 9.2 eV
multiplicity: 1
highest occupied orbital energy: -0.366 hartree
molar mass: 118.05 g mol⁻¹
LUMO energy: -0.74 eV
charge: 0

## x
Formula: C2H2N2O4
Source: the OMol25 dataset
Level of theory: the ωB97M-V functional and the def2-TZVPD basis

```
10
Properties=species:S:1:pos:R:3:nbo_charge:R:1
O -1.524 -0.418 1.055 -0.533
C -0.529 -0.105 0.454 0.550
C 0.790 -0.847 0.210 0.371
O 1.137 -1.984 0.815 -0.647
N 1.553 -0.254 -0.610 -0.121
O 0.857 0.797 -1.200 -0.193
N -0.236 1.057 -0.295 0.068
O -1.267 1.610 -0.924 -0.498
H 0.389 -2.404 1.372 0.519
H -1.168 2.548 -0.877 0.484
```

gap between HOMO and LUMO: 10.0 eV
multiplicity: 1
highest occupied orbital energy: -0.364 hartree
molar mass: 118.05 g mol⁻¹
LUMO energy: 0.09 eV
charge: 0

Relative energies, unit hartree: w 0.1097; x 0.0000